# C4H10S

A single C4H10S molecule (ωB97M-V/def2-TZVPD, the OMol25 dataset).

Its SMILES is CC(C)CS. As for the LUMO energy: 0.038 hartree. Its energy above the lowest of the compared OMol25 structures with the same formula, charge and spin is 19.55 kcal per mole. The energy is -556.550845 hartree. Its highest occupied orbital energy is -8.93 eV.

Element x y z (Å)
C1 1.35 -0.78 -0.03
C2 0.08 0.01 -0.45
C3 0.46 1.39 0.02
C4 -1.10 -0.51 0.35
H1 1.57 -0.71 1.03
H2 1.23 -1.76 -0.41
H3 2.22 -0.27 -0.49
H4 0.06 -0.20 -1.47
H5 -0.39 2.04 0.17
H6 0.82 1.16 1.04
H7 1.29 1.84 -0.41
H8 -1.02 -0.23 1.47
H9 -1.26 -1.58 0.43
H10 -2.67 -0.49 -1.20
S1 -2.64 0.11 -0.06